The following is a DFT calculation (ωB97M-V with the def2-TZVPD basis set) of a molecular structure, C7H28N14O7Tl.

Last column: Mulliken charge in e.
Atoms and positions in Å:
Tl1 -0.19496 -0.56953 -0.34469  1.65
C1 -2.11428 2.04717 -2.68945  0.57
O1 -1.75566 0.99287 -2.21168  -0.46
N1 -1.73588 3.20306 -2.26239  -0.40
N2 -2.91182 2.22214 -3.75294  -0.41
H1 -1.14086 3.10889 -1.45172  0.22
H2 -2.19099 4.05386 -2.56093  0.20
H3 -3.14423 3.19259 -3.90885  0.14
H4 -3.48815 1.47192 -4.10663  0.26
C2 -2.43922 -2.44545 2.18877  0.84
O2 -1.84640 -2.52077 1.13885  -0.62
N3 -1.91528 -2.30929 3.34314  -0.31
N4 -3.71093 -2.67104 2.27859  -0.45
H5 -2.54300 -2.34177 4.13371  0.17
H6 -0.91269 -2.19109 3.37405  0.17
H7 -4.20052 -2.80174 1.40491  0.26
H8 -4.19890 -2.53741 3.15274  0.18
C3 2.36215 -2.91918 -2.57583  0.69
O3 1.45848 -2.34551 -1.93306  -0.53
N5 3.17795 -3.73881 -2.02015  -0.34
N6 2.57893 -2.72099 -3.84064  -0.54
H9 3.21709 -3.97457 -1.03883  0.23
H10 3.84621 -4.08712 -2.69261  0.14
H11 3.19246 -3.41133 -4.24942  0.14
H12 1.74895 -2.36100 -4.28967  0.35
C4 3.33120 -0.04771 1.63959  0.66
O4 2.57828 -0.12612 0.64697  -0.47
N7 3.93398 -1.06525 2.22964  -0.39
N8 3.51754 1.06087 2.28417  -0.38
H13 4.62757 -0.98221 2.95912  0.18
H14 3.75037 -2.03931 2.03570  0.20
H15 4.34493 1.27220 2.82348  0.22
H16 3.02755 1.87422 1.93997  0.22
C5 0.30439 0.13881 3.60384  0.59
O5 0.14412 -0.17160 2.40831  -0.45
N9 -0.17061 1.32230 3.91857  -0.50
N10 0.92754 -0.43331 4.59395  -0.39
H17 -0.34207 1.86117 3.08172  0.17
H18 -0.01832 1.74885 4.82133  0.19
H19 1.14422 0.19790 5.35205  0.20
H20 1.37153 -1.31543 4.38222  0.27
C6 1.87319 0.92167 -3.61072  0.55
O6 1.40919 0.42438 -2.60035  -0.46
N11 2.63086 0.19859 -4.45317  -0.36
N12 1.67716 2.11034 -4.14760  -0.34
H21 3.25172 0.62035 -5.12901  0.23
H22 2.78448 -0.75862 -4.16987  0.19
H23 1.34258 2.85296 -3.55037  0.26
H24 2.31396 2.30700 -4.90649  0.21
C7 -3.43774 1.41287 1.06905  0.64
O7 -2.53430 0.58210 0.99722  -0.37
N13 -4.53199 1.11154 1.68039  -0.39
N14 -3.48993 2.63341 0.61420  -0.42
H25 -4.69217 0.17331 2.01830  0.22
H26 -5.12420 1.90510 1.87950  0.17
H27 -4.38906 3.07704 0.49226  0.26
H28 -2.69448 2.78649 0.01093  0.10

Summary:
energy above the lowest of the compared OMol25 structures with the same formula, charge and spin = 393.70 kJ/mol
total charge = +3

The following is a DFT calculation (ωB97M-V with the def2-TZVPD basis set) of a single C9H7NO molecule.

Last column: Mulliken charge in e.
Atoms and positions in Å:
C1 3.01058 0.33675 0.05268  -0.07
C2 1.58656 0.21626 -0.05845  0.43
C3 0.72314 1.27952 -0.02720  -0.82
C4 -0.56974 0.79866 -0.06548  1.15
C5 -1.90069 1.32181 0.07557  -0.65
C6 -2.98249 0.54070 0.00124  -0.46
C7 -2.86193 -0.86169 0.11511  -0.40
C8 -1.61132 -1.46680 -0.05676  -0.75
C9 -0.50591 -0.57635 -0.15497  0.09
H1 3.30594 1.39759 0.31758  0.25
H2 0.96069 2.37527 -0.05322  0.33
H3 -2.08808 2.41320 0.04736  0.28
H4 -4.05018 0.94625 -0.12894  0.29
H5 -3.64073 -1.54213 0.30973  0.40
H6 -1.53441 -2.53230 0.09667  0.35
H7 1.20648 -1.81596 0.16529  0.21
N1 0.82891 -0.90571 -0.05540  -0.09
O1 3.83860 -0.55439 0.04286  -0.52

Summary:
SMILES string = O=Cc1cc2ccccc2[nH]1
energy above the lowest of the compared OMol25 structures with the same formula, charge and spin = 73.08 kJ/mol
total charge = 0

The following is a DFT calculation (ωB97M-V with the def2-TZVPD basis set) of 2 unconnected molecules or ions with the total composition C32H45BNO16P.

Last column: Mulliken charge in e.
Atoms and positions in Å:
C1 -1.20410 -3.19867 2.98891  0.23
C2 -0.71518 -2.13235 2.68137  -1.54
C3 0.22915 -1.06074 2.14306  0.38
N1 -0.56588 -0.09999 1.30396  0.62
C4 -0.40800 -0.24338 -0.17475  1.12
C5 -0.27191 -1.71580 -0.68895  -1.17
O1 -0.99947 -1.97358 -1.90864  -0.27
C6 -2.00011 -2.91849 -1.70253  0.39
C7 -1.71961 -4.29291 -1.39858  -0.49
C8 -2.70096 -5.28384 -1.21244  0.78
C9 -2.35546 -6.75390 -0.88022  -1.41
C10 -4.08738 -4.93939 -1.34212  -0.83
C11 -4.39097 -3.59043 -1.64122  -0.74
C12 -3.39391 -2.57115 -1.82908  0.14
C13 -3.93004 -1.17176 -2.19434  0.33
C14 -3.13250 -0.49168 -3.38655  -1.23
C15 -4.11323 -0.21897 -0.96114  -1.17
C16 0.70245 0.74453 -0.65913  2.01
C17 0.86874 0.48050 -2.19778  -0.73
C18 -0.03459 0.81165 -3.14212  -1.05
C19 2.12097 0.43140 -0.06775  -1.21
O2 3.02050 1.44134 -0.52680  -0.40
C20 3.73800 1.90243 0.62832  -0.35
O3 0.29324 2.11017 -0.53437  -0.45
C21 -0.47349 2.40421 0.61678  0.87
C22 0.17937 3.74041 1.20845  -0.82
C23 -0.80039 4.68245 1.96234  -0.82
C24 -1.32522 5.89457 1.13766  -0.84
O4 -0.32171 6.51052 0.33341  -0.53
O5 -1.85501 2.69085 0.39063  -0.38
C25 -2.23413 2.80876 -0.98437  1.01
C26 -1.76889 4.14085 -1.68396  -1.27
C27 -0.37378 1.33537 1.77976  -0.83
C28 -1.29249 1.57882 3.01384  -0.76
P1 -0.46081 2.41229 4.44767  0.65
O6 0.95934 2.72835 4.23419  -0.63
O7 -1.37018 3.70346 4.90208  -0.53
O8 -0.56321 1.38198 5.73432  -0.58
H1 -1.88859 -4.05011 2.99528  0.43
H2 1.11261 -1.49795 1.63110  0.20
H3 0.63448 -0.56961 3.05947  0.61
H4 -1.55559 -0.30152 1.50223  0.98
H5 -1.36206 0.14111 -0.61276  -1.24
H6 -0.59436 -2.49628 0.03082  0.48
H7 0.80676 -1.89829 -0.89792  -0.03
H8 -0.64260 -4.54973 -1.30675  0.42
H9 -1.31426 -6.83258 -0.51418  0.33
H10 -2.57396 -7.39240 -1.75963  0.32
H11 -3.04294 -7.06811 -0.06007  0.37
H12 -4.87406 -5.70074 -1.23436  0.38
H13 -5.45591 -3.30391 -1.75038  0.32
H14 -4.95529 -1.32728 -2.60522  0.87
H15 -2.81430 0.53708 -3.11338  0.25
H16 -3.83134 -0.36001 -4.24861  0.36
H17 -2.30840 -1.12417 -3.76120  0.22
H18 -5.09598 -0.43526 -0.47654  0.50
H19 -3.32950 -0.32500 -0.18371  0.10
H20 -4.20609 0.82209 -1.34326  0.29
H21 1.77950 -0.05482 -2.54660  0.38
H22 -0.28710 0.04314 -3.90409  0.28
H23 -0.59084 1.76279 -3.20711  0.26
H24 2.14253 0.38787 1.04289  0.63
H25 2.49687 -0.53795 -0.45647  0.04
H26 4.48319 2.68160 0.34847  0.32
H27 4.27479 1.06767 1.12999  0.19
H28 3.00735 2.40962 1.30978  -0.02
H29 1.06638 3.44039 1.81325  0.09
H30 0.61029 4.25666 0.31838  0.77
H31 -1.68209 4.19957 2.42122  0.16
H32 -0.22272 5.12330 2.81250  0.51
H33 -1.65300 6.65948 1.89099  0.45
H34 -2.24760 5.59338 0.59488  0.22
H35 -0.78737 7.19892 -0.16518  0.34
H36 -3.34971 2.87847 -0.97867  0.63
H37 -2.01048 1.91620 -1.60345  -1.15
H38 -1.82122 3.92055 -2.78092  0.52
H39 -0.70793 4.36756 -1.47171  0.14
H40 -2.46298 4.98108 -1.50422  0.33
H41 0.67561 1.40244 2.14968  0.45
H42 -1.62893 0.58509 3.40969  0.48
H43 -2.22630 2.14048 2.80415  0.64
H44 -2.03956 3.32868 5.50808  0.36
H45 0.34578 1.09482 5.92948  0.34
B1 6.68696 -2.64410 -0.81799  1.06
O9 6.73701 -3.72700 -1.81481  -0.48
C29 8.00903 -4.11352 -1.93244  0.61
O10 8.39606 -4.97945 -2.66289  -0.58
C30 8.85439 -3.28855 -1.00524  0.61
O11 10.03938 -3.37604 -0.86072  -0.58
O12 8.06766 -2.42833 -0.35515  -0.47
O13 6.12302 -1.40537 -1.40750  -0.64
C31 5.04838 -1.08828 -0.71237  0.57
O14 4.33393 -0.13402 -0.91498  -0.49
C32 4.84332 -2.10316 0.37705  0.65
O15 3.94219 -2.09738 1.18615  -0.58
O16 5.79643 -3.00700 0.31507  -0.68

Summary:
total charge = 0

The following is a DFT calculation (ωB97M-V with the def2-TZVPD basis set) of 2 unconnected molecules or ions with the total composition C3HN3O.

Last column: Mulliken charge in e.
Atoms and positions in Å:
C1 0.85870 -0.14250 -1.54987  0.41
C2 -0.17836 -1.08917 -1.60861  0.22
C3 -0.44710 1.19264 1.69745  -0.21
N1 1.42857 0.81840 -1.20556  -0.34
N2 -0.90986 -1.97526 -1.67315  -0.29
N3 -0.31614 0.08154 1.49038  0.44
O1 -0.27797 -1.06961 1.19775  -0.58
H1 -0.15783 2.18397 1.65161  0.34

Summary:
SMILES string = C#[N+][O-].N#CC#N
energy above the lowest of the compared OMol25 structures with the same formula, charge and spin = 270.52 kJ/mol
total charge = 0

| no. | strongest force on any atom (eV/A) | HOMO (hartree) | LUMO energy (hartree) |
| --- | --- | --- | --- |
| 1 | 5.10 | -0.64101 | -0.515 |
| 2 | 3.22 | -0.31265 | -0.003 |
| 3 | 3.69 | -0.32709 | -0.026 |
| 4 | 2.55 | -0.38510 | -0.013 |